Entry from OMol25: a cluster of 12 separate species, C51H124N12O7 in total in a non-equilibrium geometry (wB97M-V/def2-TZVPD).

CARTESIAN COORDINATES (ANGSTROEM)
C (-0.0394, -3.8922, -4.5597)
C (1.1289, -4.9189, -4.4046)
N (0.6286, -6.3083, -4.4695)
C (1.6990, -7.3101, -4.7019)
C (2.4285, -7.2273, -6.0723)
C (-0.3217, -6.6969, -3.4553)
C (0.3524, -6.6957, -2.0497)
H (-0.7545, -3.8774, -3.7372)
H (-0.5699, -4.1511, -5.4761)
H (0.3170, -2.8634, -4.6117)
H (1.8561, -4.7232, -5.1926)
H (1.6797, -4.7587, -3.4777)
H (2.3924, -7.3778, -3.8637)
H (1.2320, -8.2947, -4.7267)
H (2.9662, -8.1426, -6.3197)
H (1.6945, -7.0541, -6.8593)
H (3.0883, -6.3625, -6.1434)
H (-0.7233, -7.6956, -3.6268)
H (-1.2323, -6.1005, -3.3980)
H (0.6907, -5.7126, -1.7221)
H (1.1632, -7.4236, -2.0247)
H (-0.4212, -7.0817, -1.3859)
C (-3.5460, -1.3972, -1.2602)
C (-4.1525, -2.8002, -1.4584)
N (-4.3553, -3.4821, -0.1789)
C (-3.1599, -3.8614, 0.5660)
C (-2.3863, -5.0623, -0.0378)
C (-5.3470, -4.5015, -0.4093)
C (-5.9167, -5.0936, 0.9057)
H (-2.5163, -1.3682, -0.9038)
H (-4.1798, -0.8740, -0.5441)
H (-3.6468, -0.7531, -2.1338)
H (-5.1245, -2.6187, -1.9169)
H (-3.5129, -3.4349, -2.0717)
H (-2.4216, -3.0595, 0.5703)
H (-3.4175, -4.0655, 1.6053)
H (-2.0457, -4.9592, -1.0681)
H (-1.4644, -5.1848, 0.5307)
H (-2.9616, -5.9859, 0.0251)
H (-5.0226, -5.3603, -0.9970)
H (-6.1732, -4.0220, -0.9342)
H (-6.5755, -4.3998, 1.4279)
H (-5.1308, -5.4075, 1.5927)
H (-6.5229, -5.9787, 0.7128)
C (2.1797, 0.0388, 2.7481)
C (3.6709, -0.3654, 2.7577)
N (4.0365, -1.2441, 1.6181)
C (3.8349, -0.6215, 0.3186)
C (4.5910, 0.7309, 0.1640)
C (3.4059, -2.5906, 1.7998)
C (4.0232, -3.6720, 0.8371)
H (1.9038, 0.6103, 3.6343)
H (1.4876, -0.8008, 2.8128)
H (1.9355, 0.6375, 1.8705)
H (4.2719, 0.5439, 2.7658)
H (3.9022, -0.8714, 3.6950)
H (4.0762, -1.3439, -0.4612)
H (2.7764, -0.4320, 0.1401)
H (5.6502, 0.6245, 0.3981)
H (4.5465, 1.1498, -0.8413)
H (4.1416, 1.4869, 0.8078)
H (2.3214, -2.5450, 1.6996)
H (3.5508, -2.8829, 2.8398)
H (5.0841, -3.4933, 0.6616)
H (3.5918, -3.5783, -0.1595)
H (3.8786, -4.7129, 1.1263)
C (1.9285, 3.2549, -6.1609)
C (3.2438, 3.5692, -5.3904)
N (3.2572, 3.0558, -4.0048)
C (4.6151, 3.1935, -3.4885)
C (5.6041, 2.2003, -4.0876)
C (2.2797, 3.7561, -3.1813)
C (2.0084, 3.1237, -1.7671)
H (1.1838, 4.0052, -5.8955)
H (1.5925, 2.2336, -5.9817)
H (2.0911, 3.3863, -7.2306)
H (3.9984, 3.0703, -5.9984)
H (3.3664, 4.6497, -5.4656)
H (4.6030, 3.0600, -2.4068)
H (5.0816, 4.1724, -3.5993)
H (5.3303, 1.1453, -4.0735)
H (6.5095, 2.3574, -3.5014)
H (5.7271, 2.3952, -5.1530)
H (2.5356, 4.8145, -3.1334)
H (1.3289, 3.7596, -3.7145)
H (2.7367, 3.4297, -1.0162)
H (1.0263, 3.4258, -1.4033)
H (2.1515, 2.0468, -1.8565)
C (-0.3218, 6.5650, 7.8036)
C (0.4177, 5.2304, 7.5301)
N (-0.3192, 4.3026, 6.6707)
C (0.2119, 2.9045, 6.7504)
C (1.7224, 2.7751, 6.3160)
C (-0.3963, 4.8640, 5.3234)
C (-1.2965, 3.9647, 4.4322)
H (0.2092, 7.0753, 8.6071)
H (-1.3232, 6.3357, 8.1681)
H (-0.4707, 7.2023, 6.9320)
H (1.3786, 5.4827, 7.0816)
H (0.6433, 4.7217, 8.4674)
H (0.0537, 2.5854, 7.7806)
H (-0.4241, 2.2107, 6.2007)
H (2.0378, 1.7353, 6.4031)
H (1.8572, 3.1354, 5.2961)
H (2.4099, 3.3055, 6.9749)
H (0.5885, 5.0293, 4.8865)
H (-0.8936, 5.8330, 5.3663)
H (-2.2205, 3.7687, 4.9763)
H (-0.8431, 3.0317, 4.0975)
H (-1.6493, 4.4719, 3.5341)
C (-2.3386, 2.0452, -2.0833)
N (-1.4192, 1.2062, -2.8108)
C (-1.3968, 0.9383, -4.1169)
C (-0.2286, 0.0662, -4.6103)
O (-2.2825, 1.1883, -4.9287)
H (-3.0520, 2.4783, -2.7845)
H (-1.8207, 2.8904, -1.6300)
H (-2.9199, 1.4843, -1.3516)
H (-0.7605, 0.8067, -2.1577)
H (-0.4363, -0.3290, -5.6047)
H (-0.0738, -0.8039, -3.9722)
H (0.7108, 0.6122, -4.5231)
C (3.3385, -1.2352, -3.5197)
N (3.9016, -2.1115, -4.5379)
C (4.6936, -3.1066, -4.1699)
C (5.4276, -3.8468, -5.3253)
O (4.8612, -3.5396, -3.0093)
H (3.7779, -1.4290, -2.5412)
H (2.2666, -1.4261, -3.4674)
H (3.3455, -0.1800, -3.7928)
H (3.7387, -1.8718, -5.5055)
H (6.2941, -4.3862, -4.9427)
H (5.7443, -3.1595, -6.1097)
H (4.7914, -4.6715, -5.6465)
C (-0.7821, 0.8447, 0.9106)
N (-0.5630, -0.5678, 0.6725)
C (0.0688, -1.1270, -0.3977)
C (0.2493, -2.6442, -0.4797)
O (0.4937, -0.4315, -1.3265)
H (-0.2727, 1.5499, 0.2540)
H (-0.6040, 1.1170, 1.9509)
H (-1.8360, 1.1013, 0.8032)
H (-0.5448, -1.1294, 1.5118)
H (1.1775, -2.9709, -0.9485)
H (-0.5462, -3.0181, -1.1242)
H (0.1520, -3.1392, 0.4866)
C (-4.2803, -0.7296, 2.4194)
N (-5.2425, 0.3025, 2.8483)
C (-5.0177, 1.2075, 3.8333)
C (-6.0945, 2.2337, 4.1389)
O (-3.9661, 1.1847, 4.4606)
H (-3.6190, -0.2281, 1.7127)
H (-4.8922, -1.5069, 1.9617)
H (-3.7258, -1.1876, 3.2384)
H (-6.0640, 0.3844, 2.2665)
H (-5.5616, 3.1830, 4.1929)
H (-6.5051, 2.0533, 5.1324)
H (-6.8445, 2.2232, 3.3481)
C (-1.0801, -0.3294, 4.9822)
N (-0.6700, -1.7453, 5.0478)
C (-0.6697, -2.5800, 3.9716)
C (-0.1673, -3.9574, 4.2347)
O (-1.0882, -2.2302, 2.8890)
H (-0.4536, 0.3494, 5.5608)
H (-2.0800, -0.2287, 5.4042)
H (-1.1727, 0.0316, 3.9578)
H (-0.1733, -2.0573, 5.8700)
H (-0.8705, -4.6743, 3.8107)
H (0.0278, -4.2823, 5.2566)
H (0.8278, -4.1101, 3.8168)
C (-0.6486, 6.5012, 0.8116)
N (0.6792, 6.0654, 1.2296)
C (1.0375, 4.8288, 1.4610)
C (2.4007, 4.4709, 1.9399)
O (0.2385, 3.8719, 1.3993)
H (-0.7915, 6.4461, -0.2676)
H (-0.7603, 7.5697, 0.9957)
H (-1.4073, 5.8756, 1.2818)
H (1.3843, 6.7872, 1.2719)
H (2.3953, 4.0835, 2.9587)
H (3.1139, 5.2907, 1.8533)
H (2.7855, 3.6560, 1.3267)
C (-3.2797, 3.9130, 0.8232)
N (-4.5144, 4.4330, 0.2603)
C (-4.7093, 4.7978, -0.9944)
C (-6.1328, 5.2830, -1.3758)
O (-3.8636, 4.7604, -1.8751)
H (-2.4387, 4.0633, 0.1462)
H (-3.4799, 2.8425, 0.8697)
H (-3.0992, 4.3774, 1.7926)
H (-5.3240, 4.3893, 0.8627)
H (-6.1680, 6.3680, -1.2779)
H (-6.8705, 4.8526, -0.6986)
H (-6.4261, 4.9980, -2.3862)

Forces on the atoms, in the same order (eV/Å):
C 0.7 -0.5 0.0
C -1.2 0.1 0.4
N 0.6 0.1 -1.9
C -0.6 -0.3 -0.5
C -0.6 0.9 0.4
C 1.0 0.1 1.5
C -1.1 -0.7 -0.4
H 0.0 -0.4 0.1
H -0.1 0.2 0.0
H 0.3 -0.1 -0.2
H -0.1 -0.3 -0.2
H 0.1 0.2 0.4
H 0.5 0.3 0.1
H -0.4 0.0 0.2
H 0.1 0.1 0.3
H -0.2 -0.2 0.0
H 0.3 -0.2 0.1
H 0.4 -0.2 -0.3
H 0.2 0.6 -0.4
H 0.0 -0.1 0.0
H 0.1 0.2 0.0
H 0.1 0.2 0.5
C -0.5 0.1 0.0
C 1.1 1.1 0.9
N -0.7 0.7 -0.2
C 0.6 -0.6 -1.3
C -0.1 -0.1 0.6
C -0.8 -0.7 1.7
C 0.0 0.1 -0.2
H -0.1 -0.1 -0.1
H 0.1 -0.1 0.4
H 0.3 -0.4 -0.4
H 0.1 -0.4 -0.1
H 0.0 0.1 -0.7
H -0.5 0.5 0.1
H 0.0 0.0 0.0
H -0.3 0.3 -0.1
H 0.0 -0.2 0.2
H 0.0 -0.1 0.0
H 0.4 -0.1 -0.5
H 0.0 -0.2 -0.1
H 0.2 0.2 0.0
H 0.1 0.0 0.0
H 0.0 -0.1 -0.2
C 0.1 0.1 0.5
C -0.8 -0.2 -0.5
N 0.2 -0.5 1.3
C -0.2 0.4 -0.2
C -0.2 -0.7 0.0
C 1.1 0.0 -0.8
C -0.5 1.0 -0.2
H 0.3 0.4 0.1
H 0.2 -0.3 -0.4
H -0.1 0.0 0.0
H 0.1 -0.1 -0.2
H 0.1 -0.2 -0.1
H 0.5 0.1 0.1
H -0.4 0.2 -0.1
H 0.0 0.0 0.2
H -0.2 -0.3 -0.2
H 0.1 0.0 0.1
H -0.3 0.0 -0.4
H 0.4 0.0 0.1
H 0.1 0.0 0.4
H -0.2 0.0 -0.1
H -0.1 0.2 0.4
C 0.5 0.6 0.5
C -1.4 -1.1 -0.8
N 0.5 0.5 -0.7
C -0.1 -1.0 0.5
C -0.2 0.1 -0.1
C -0.7 -0.3 0.5
C 1.0 0.5 -1.1
H -0.4 -0.4 0.1
H -0.1 0.1 0.1
H 0.1 -0.1 0.0
H 0.4 0.2 0.5
H 0.4 0.3 0.3
H -0.2 -0.3 0.1
H -0.3 0.6 -0.4
H -0.3 0.0 0.6
H 0.4 -0.3 -0.5
H 0.6 0.3 0.1
H 0.2 0.4 0.4
H 0.0 -0.3 -0.1
H 0.1 0.3 0.0
H 0.0 -0.3 -0.1
H -0.6 -0.1 0.0
C -0.2 -1.1 0.3
C -0.3 0.3 -0.2
N 0.2 -0.2 0.1
C 0.7 1.1 0.0
C -1.0 -0.3 0.6
C -1.2 -1.2 -0.5
C -0.1 0.6 0.1
H 0.0 0.3 -0.2
H -0.1 0.0 0.1
H 0.4 0.0 0.1
H 0.4 0.0 -0.1
H -0.1 0.1 0.1
H 0.4 0.1 0.2
H 0.1 0.4 -0.4
H -0.1 -0.2 -0.3
H 0.1 -0.1 0.0
H -0.2 0.3 0.0
H 0.4 0.0 -0.2
H 0.1 0.0 0.2
H 0.1 -0.4 0.2
H 0.1 0.0 0.2
H 0.4 0.2 -0.1
C -0.8 0.6 -1.2
N 0.2 0.4 1.6
C -0.2 -1.8 -1.5
C 0.1 0.0 0.8
O 0.0 0.8 0.6
H 0.0 0.0 0.0
H 0.0 -0.1 0.2
H 0.2 -0.1 0.2
H 0.8 -0.5 -0.7
H 0.1 0.5 0.0
H -0.2 0.0 0.3
H 0.1 0.1 -0.4
C -1.4 0.0 -0.2
N -0.3 1.4 0.6
C 1.9 -3.0 0.6
C -0.3 0.1 0.9
O -0.6 1.4 -1.5
H 0.1 0.0 -0.4
H -0.1 -0.2 0.5
H 0.7 0.0 -0.1
H 0.3 -0.2 0.2
H 0.1 0.4 0.3
H -0.3 -0.3 -0.2
H -0.3 0.3 -0.5
C -0.7 0.5 -0.1
N 0.8 -0.8 -0.1
C 0.9 0.9 -0.4
C -0.5 0.2 0.5
O -0.4 -0.2 0.1
H 0.5 -0.4 0.0
H 0.6 -0.2 0.0
H -0.3 -0.2 -0.3
H -0.5 -0.2 0.0
H 0.1 0.6 0.0
H -0.2 0.0 0.0
H -0.1 0.0 0.1
C -0.7 0.7 0.1
N -0.4 -0.1 0.1
C 0.6 -0.5 0.1
C 0.6 -0.3 -0.4
O -0.1 0.1 0.1
H 0.3 -0.6 -0.1
H 0.4 0.0 -0.4
H 0.0 0.4 0.1
H 0.1 0.1 0.3
H -0.2 0.1 -0.1
H -0.2 -0.1 -0.2
H -0.2 0.2 0.3
C -0.8 -0.3 0.2
N 0.5 0.5 -0.2
C 0.1 0.7 1.7
C 0.6 -1.2 0.1
O -0.3 0.0 -0.9
H 0.4 -0.5 -0.2
H -0.1 0.0 0.0
H 0.3 -0.3 0.0
H -0.2 0.1 -0.1
H 0.2 0.0 -0.2
H -0.5 0.6 0.4
H -0.1 0.1 -0.7
C 0.1 -0.1 -0.5
N 0.0 2.5 -0.5
C -1.3 -3.8 0.9
C 1.2 0.5 -0.3
O 0.1 1.1 -0.4
H 0.1 -0.5 -0.2
H -0.1 -0.2 0.6
H 0.1 0.3 0.1
H 0.0 -0.2 0.0
H -0.3 0.2 0.0
H 0.1 0.1 0.2
H -0.2 0.0 -0.1
C -0.5 -0.4 -0.6
N -0.3 0.3 1.5
C -1.0 0.5 -2.7
C 0.3 -0.4 0.9
O 0.4 0.1 0.4
H -0.2 0.2 0.1
H 0.7 -0.2 0.6
H 0.1 -0.3 0.0
H 0.1 0.1 -0.2
H 0.0 0.0 -0.1
H -0.1 0.1 0.1
H 0.5 0.0 0.1

## Properties
Relative energy (zero: lowest compared OMol25 entry of this formula, charge and spin) = 0.00 kcal per mole
Calculated total energy = -3201.34828 hartree
Structure (SMILES) = CCN(CC)CC.CCN(CC)CC.CCN(CC)CC.CCN(CC)CC.CCN(CC)CC.CNC(C)=O.CNC(C)=O.CNC(C)=O.CNC(C)=O.CNC(C)=O.CNC(C)=O.CNC(C)=O
Charge = 0
Kohn-Sham gap = 0.301 Ha
Highest occupied orbital energy = -0.2887 Eh
LUMO energy = 0.325 eV
2S+1 = 1
Largest force on an atom = 4.10 eV/Å